17
Properties=species:S:1:pos:R:3:forces:R:3 method="wB97M-V/def2-TZVPD" total_charge=0 smiles=CNNC1(C#N)CC1 e_homo_ev=-9.503 homo_lumo_gap_ev=10.444 de_lowest_kj_mol=362.6
C 0.2275 2.4029 0.0077 -0.5171 0.2716 0.4858
C 0.6218 0.3221 -1.3474 -2.9400 -2.7476 0.9869
C -0.7981 0.8106 -1.6466 3.1752 1.5319 -0.2383
C -0.2116 1.0787 -0.3174 0.7444 -1.3044 0.4264
C 0.1459 -2.0999 1.1432 -0.1439 -1.2761 0.7313
N 0.4364 3.4579 0.4072 0.3262 0.3286 -0.0659
N -0.6175 0.2108 0.7878 0.7704 -0.8087 -1.0692
N 0.5204 -0.7132 1.0461 -2.0883 0.9495 -0.7388
H 0.6268 -0.8234 -1.1218 0.5619 2.6320 -0.6755
H 1.4131 0.7837 -1.8372 1.3132 0.6001 -0.5474
H -0.7785 1.6073 -2.3347 -0.6337 0.8713 -0.6847
H -1.4766 0.0730 -1.7245 -2.4986 -2.0651 -0.1612
H 0.1352 -2.5537 0.1335 0.3258 0.0014 0.4672
H 0.8339 -2.7014 1.8701 -1.0608 1.2311 -1.4818
H -0.8849 -2.1940 1.4972 0.0459 -0.1788 0.2286
H -1.0690 0.7041 1.5791 0.9432 -0.6380 -0.4829
H 0.8752 -0.3655 1.8577 1.6762 0.6012 2.8194


13
Properties=species:S:1:pos:R:3:forces:R:3 method="wB97M-V/def2-TZVPD" total_charge=+1 smiles="C[N+](=O)C=C1C=C1" e_homo_ev="-14.179 / -14.167" homo_lumo_gap_ev="7.812 / 7.802" de_lowest_kj_mol=697.7
C 2.6931 -0.4270 0.3327 -1.2305 0.3205 -1.3441
C 2.3295 0.6502 -0.4469 -0.4639 -2.0114 0.8940
C 1.3491 -0.1776 0.0707 1.6848 0.6256 0.5045
C 0.0271 -0.5349 0.3225 -1.9354 -0.4960 1.5765
C -2.3023 0.0302 0.0130 -4.0983 -2.4224 1.1361
N -0.9567 0.2437 -0.0575 4.0835 6.1148 -3.6429
O -0.7034 1.5803 -0.8405 -0.3420 -5.8338 3.2905
H 3.3521 -1.2157 0.6996 0.1705 0.7412 0.0587
H 2.4867 1.4323 -1.1504 0.4072 0.6143 -0.1288
H -0.2362 -1.3497 1.0708 0.4456 0.8754 -1.3869
H -2.8278 0.9328 -0.3166 0.1873 -0.3289 0.3398
H -2.7178 -0.3779 1.0633 1.2048 0.9331 -2.2679
H -2.4935 -0.7867 -0.7609 -0.1136 0.8676 0.9704


18
Properties=species:S:1:pos:R:3:forces:R:3 method="wB97M-V/def2-TZVPD" total_charge=0 e_homo_ev=-9.281 homo_lumo_gap_ev=9.515 de_lowest_kj_mol=393.0
C 1.0926 -0.3923 -0.6505 -0.8794 -2.3044 -1.4628
C -0.2209 -1.1224 -0.2536 -1.3378 0.4438 -2.6443
C -0.5779 1.4458 -0.0557 0.5586 -2.2745 3.1940
C -0.1526 -2.5080 0.2816 -0.4817 1.8082 1.2115
C -0.0767 2.3368 1.0851 0.7955 -5.2695 0.8244
O -0.1959 1.0636 -2.6019 0.6589 -0.4109 0.2466
O -0.9022 -0.3664 0.6698 0.6579 4.1625 -0.9517
S 0.6269 1.1755 -1.3650 -1.3620 0.7825 -0.5541
H 1.7164 -0.1249 0.1815 0.4199 -0.1725 0.5510
H 1.6196 -1.0235 -1.4320 -0.1801 1.0422 0.8789
H -0.8859 -1.2736 -1.2262 1.3870 0.8040 1.2494
H -1.5767 1.6814 -0.3138 -0.7692 -0.0266 -0.9941
H 0.3059 -3.1536 -0.3654 0.8908 -1.8800 -1.6468
H -1.1575 -2.7367 0.5541 -0.7096 -0.7285 -0.1135
H 0.3731 -2.4361 1.1826 1.0897 -0.3327 1.5926
H -0.1958 3.3026 0.8318 0.6886 3.5141 -1.0982
H 0.8573 1.8878 1.5070 0.0302 1.2728 -0.9426
H -0.6497 2.2440 1.9704 -1.4572 -0.4304 0.6599


75
Properties=species:S:1:pos:R:3:forces:R:3 method="wB97M-V/def2-TZVPD" total_charge=0 e_homo_ev=-5.931 homo_lumo_gap_ev=2.936 de_lowest_kj_mol=213.8
C -1.3500 -3.6852 6.5237 -0.7860 -0.1623 0.5364
C -0.0626 -3.0600 6.2172 1.9536 0.4916 -0.2849
C 1.0981 -2.8199 6.9425 -1.3042 -0.2159 -0.4774
C 2.0327 -2.2724 6.0121 -0.5452 0.5748 -1.3613
C 1.3928 -2.1717 4.7548 1.6817 -2.2211 1.3595
B 2.0056 -2.2097 3.1923 -1.9213 -0.4555 5.0045
O 1.9445 -0.7395 2.9698 0.1857 0.2599 -3.6048
C 1.9710 -0.6611 1.5704 2.1999 -0.0486 1.2294
C 2.6688 -1.9396 0.9444 -1.7587 -0.5542 0.9320
C 3.0517 -1.5931 -0.4479 -0.2592 -0.4793 -0.3763
C 1.4765 -2.9963 1.0689 0.8004 -0.4338 0.1784
O 1.0650 -3.0455 2.4102 0.6096 1.2761 -0.6094
C 3.8142 -2.4683 1.8565 -0.0049 0.1891 0.3263
O 3.3559 -2.7434 3.1620 -0.3779 0.7772 -0.8432
O 0.1254 -2.6816 4.9024 0.0394 -0.0874 1.2828
H -1.2736 -4.2798 7.4486 -0.0359 0.1369 -0.3920
H -2.1220 -2.9276 6.6959 -0.0987 -0.0628 -0.0199
H -1.6997 -4.3202 5.6993 0.1817 0.0589 0.2110
H 1.2417 -3.0259 8.0151 -0.1144 0.1073 -0.7717
H 3.0662 -1.9932 6.2436 -0.5229 -0.1462 -0.3163
H 0.8969 -0.6310 1.2010 0.0284 -0.0475 -0.7599
H 2.4702 0.2856 1.2177 -0.5543 -0.7049 0.5426
H 3.3384 -2.4401 -1.0740 0.4800 -0.0268 0.2021
H 2.1188 -1.2656 -0.9055 0.5539 -0.2401 -0.0155
H 3.7735 -0.7681 -0.4711 0.0513 -0.2791 -0.2043
H 0.6105 -2.6979 0.4583 0.3844 0.0917 -0.2676
H 1.7732 -4.0231 0.7772 0.1855 0.3961 -0.2993
H 4.2216 -3.4152 1.4842 0.0828 0.2583 -0.5601
H 4.6004 -1.7025 1.9057 0.1785 -0.0491 -0.1926
C -0.2191 6.3279 -0.2157 -0.9489 0.1664 0.0994
N 0.9491 5.5018 -0.3759 0.6687 0.2944 0.3035
C 2.1210 6.1635 -0.9130 0.2684 -0.3184 0.5394
C 2.2032 5.9391 -2.3991 -0.4690 -0.3510 -1.5958
F 3.2683 6.5545 -2.9810 -1.0255 -0.5723 0.6217
F 2.2622 4.6012 -2.7117 0.0652 1.4512 0.1307
F 1.0492 6.4261 -2.9897 1.3100 -0.4605 0.4075
C 0.9147 4.1561 -0.1733 -0.3862 -0.0260 -0.2200
C 2.0887 3.3666 -0.1553 -0.3540 -0.3137 0.2716
C 1.9937 2.0009 -0.2662 0.3433 0.4727 -0.5191
C 0.7186 1.3769 -0.3688 0.2310 -1.8751 0.3733
C 0.6293 -0.0278 -0.7661 -0.0776 4.5455 -3.2307
C -0.5928 -0.4963 -1.4483 -1.4747 -0.9864 -0.2005
C -1.2599 -1.7067 -1.2126 -0.0486 0.5630 -0.2141
C -2.2582 -2.1463 -2.0657 -0.4962 0.3032 -0.5426
C -2.6895 -1.3603 -3.1505 0.9155 0.5808 0.6150
N -3.6555 -1.7612 -4.0212 -0.2739 -0.4614 -0.6328
C -3.7018 -1.1370 -5.3240 -0.2081 0.2630 -0.3329
C -4.5526 -2.8503 -3.7482 0.1786 0.1619 -0.3147
C -5.7954 -2.3198 -3.0691 -0.5059 0.7154 0.6969
F -6.6876 -3.3076 -2.7641 0.7951 1.1486 -0.2689
F -5.4237 -1.6777 -1.9001 -0.8601 -0.7659 -1.2469
F -6.4266 -1.3824 -3.8637 0.4906 -1.1222 1.0098
C -2.0674 -0.1038 -3.3760 -0.2117 -0.4967 0.3969
C -1.0107 0.2749 -2.5764 0.5459 0.0093 0.6520
C -0.4332 2.1423 -0.1404 -0.4999 0.7777 0.6166
C -0.3426 3.5217 -0.0478 -0.4384 -0.5891 -0.0784
H -0.6980 6.1514 0.7562 0.1335 -0.0057 -0.1861
H 0.0689 7.3814 -0.2462 -0.0600 -0.2440 -0.0582
H -0.9682 6.1460 -1.0030 0.2041 0.1192 0.1506
H 2.0147 7.2435 -0.7543 0.3344 -0.3538 0.0525
H 3.0293 5.7701 -0.4335 -0.1623 0.4913 -0.2770
H 3.0292 3.8679 -0.0127 0.3046 -0.2165 -0.2749
H 2.9152 1.4075 -0.3498 -0.5874 0.3077 0.0277
H 1.3607 -0.0639 -1.6285 0.1670 -0.7473 1.8985
H -1.0410 -2.3091 -0.3468 0.2150 -0.0242 0.0592
H -2.7499 -3.1047 -1.9158 0.3247 0.2736 0.3655
H -2.6855 -1.0167 -5.7355 -0.3293 -0.0294 0.1734
H -4.2668 -1.7803 -6.0028 0.0208 0.1757 0.0622
H -4.1915 -0.1479 -5.2910 0.1132 -0.3161 -0.1514
H -4.8385 -3.2876 -4.7126 -0.0440 -0.2276 0.4268
H -4.0867 -3.5946 -3.0923 -0.3480 0.0113 -0.3432
H -2.4717 0.5862 -4.1225 0.4497 -0.3643 0.2245
H -0.4586 1.1880 -2.8265 -0.3327 -0.2376 0.2238
H -1.4080 1.6418 -0.0783 0.4567 0.2823 -0.1014
H -1.2404 4.1363 0.0447 0.2933 -0.4124 -0.0577


16
Properties=species:S:1:pos:R:3:forces:R:3 method="wB97M-V/def2-TZVPD" total_charge=0 e_homo_ev=-6.918 homo_lumo_gap_ev=7.942 de_lowest_kj_mol=263.3
C -0.7505 -1.2511 0.9323 -0.3351 -0.0056 0.5636
C 1.0427 -0.2960 -0.2440 -0.6125 0.6162 -0.0076
C 0.2641 0.7655 0.0080 0.0258 -0.3291 -0.3295
C -0.9612 -0.1229 0.0011 0.6360 0.0526 0.3640
N 2.3946 -0.6106 -0.2836 0.0022 -0.1554 0.0634
N 0.3949 2.1511 0.1437 0.0184 0.0904 0.0851
N -2.1857 0.1991 -0.6024 -0.0742 -0.0272 -0.2279
N -0.0501 -1.2739 -0.3527 0.4283 -0.3394 -0.6459
H 2.9515 0.1022 -0.7380 -0.0241 -0.1543 0.0161
H 2.5454 -1.5180 -0.7038 0.0646 0.1101 -0.0458
H -0.3942 2.5496 0.6360 0.1533 0.0452 0.0369
H 1.2683 2.4153 0.5829 -0.1537 0.0894 0.0561
H -2.0384 0.6174 -1.5153 -0.0287 -0.0811 0.0318
H -2.7722 -0.6213 -0.7034 -0.0223 0.1258 0.0108
H -0.1708 -1.1146 1.8378 0.0307 0.0538 0.0181
H -1.5382 -1.9919 1.0016 -0.1085 -0.0915 0.0107


77
Properties=species:S:1:pos:R:3:forces:R:3 method="wB97M-V/def2-TZVPD" s2=3.79 total_charge=+2 e_homo_ev="-13.797 / -13.993" homo_lumo_gap_ev="6.762 / 5.578" spin_multiplicity=4
Tc 0.0674 -0.9462 0.4811 0.2268 -0.0042 -0.8168
C 3.1239 -1.3084 -2.9489 -0.0911 0.0807 -0.1796
C 1.9462 -0.4136 -3.2244 0.2881 -0.0831 -0.3052
N 1.8916 0.2789 -4.3489 -0.2355 0.1354 0.0801
C 0.8678 1.1330 -4.5701 0.5370 -0.3886 -0.0514
C -0.1231 1.3851 -3.6577 -0.2244 0.1489 0.0791
C -1.1433 2.4704 -3.9439 -0.1484 -0.2768 0.0326
O -2.4975 2.0698 -3.6892 0.2929 0.0667 0.0434
C -0.0794 0.6552 -2.4466 -0.3427 0.0101 0.1673
C -1.0737 0.9346 -1.4417 -0.1137 0.2552 -0.1333
N -1.1622 0.5454 -0.2119 0.0821 -0.1921 0.3351
C -2.2356 1.0888 0.6056 -0.1212 -0.0526 -0.1189
C -3.1390 2.0342 0.1177 0.0055 0.0698 -0.1453
C -4.1562 2.5426 0.9061 -0.0383 0.0385 0.0518
C -4.3130 2.1267 2.2202 -0.0898 0.0874 -0.0215
C -3.4300 1.1960 2.7361 -0.1679 0.0633 0.1288
C -2.4185 0.7086 1.9311 0.1395 -0.4514 0.0251
I -1.1581 -0.6757 2.8817 -0.0690 -0.2002 0.3093
C 0.9229 -0.2864 -2.2757 0.0438 -0.3606 0.8852
O 0.9525 -1.0847 -1.1830 -0.1588 0.2892 -0.5605
H 3.8420 -1.2010 -3.7571 0.0055 -0.0056 0.0029
H 2.8307 -2.3577 -2.8746 -0.0065 0.0875 -0.0025
H 3.6019 -1.0387 -2.0045 -0.0314 0.0183 -0.0213
H 0.8782 1.6498 -5.5240 0.0539 -0.0440 0.0327
H -1.0210 2.8050 -4.9719 -0.0022 0.0199 -0.0489
H -0.9457 3.3307 -3.3075 -0.0370 0.1057 0.0895
H -2.8922 1.7293 -4.4969 0.0066 -0.0032 -0.0699
H -1.8458 1.5949 -1.7950 -0.0377 0.0647 -0.0426
H -3.0784 2.3962 -0.8990 -0.0531 0.0263 0.0527
H -4.8305 3.2753 0.4802 0.0300 -0.0511 0.0279
H -5.1091 2.5205 2.8412 0.0622 -0.0263 -0.0698
H -3.5338 0.8551 3.7611 0.0198 0.0380 -0.1098
C 1.2575 -4.1519 -0.2336 -0.1154 0.0009 0.0737
C 0.1583 -4.3571 -1.2863 0.0629 0.1507 -0.0339
C 0.7542 -4.5583 -2.6768 -0.0174 -0.0097 0.0115
C -0.9268 -3.2913 -1.2413 0.0326 -0.1395 0.1142
C -1.4996 -2.9431 -0.0035 -0.0901 0.1107 0.2757
C -2.6741 -2.1642 0.0641 0.0788 -0.0388 -0.0136
C -3.2693 -1.6571 -1.0828 -0.0989 0.0385 -0.0660
C -4.5852 -0.9148 -1.0361 0.1445 -0.0561 -0.0101
C -2.6295 -1.9236 -2.2948 0.0219 -0.0019 -0.0739
C -1.4900 -2.7220 -2.3768 -0.1006 0.0884 -0.1280
H 1.9856 -4.9620 -0.2926 -0.0355 0.0293 0.0257
H 0.8637 -4.1663 0.7895 0.0364 0.0154 -0.0854
H 1.8024 -3.2208 -0.4022 0.0585 0.0474 -0.0438
H -0.3582 -5.2827 -1.0161 -0.0404 -0.0787 0.0040
H 1.1929 -3.6352 -3.0631 -0.0253 -0.0359 0.0107
H 0.0058 -4.9044 -3.3915 0.0344 0.0250 0.0297
H 1.5385 -5.3149 -2.6387 -0.0253 0.0383 -0.0055
H -1.1822 -3.4848 0.8866 -0.0830 0.0645 -0.0491
H -3.1607 -2.0154 1.0244 0.0701 -0.0217 -0.0842
H -5.3990 -1.5760 -1.3437 0.0426 0.0270 0.0118
H -4.5912 -0.0590 -1.7168 0.0339 -0.0607 0.0568
H -4.8118 -0.5614 -0.0280 0.0343 -0.0145 -0.0579
H -3.0589 -1.5285 -3.2142 0.0613 -0.0628 0.1197
H -1.0690 -2.9330 -3.3533 -0.0551 0.0196 0.0819
C 3.6130 3.5813 5.8719 -0.0450 -0.0826 -0.1066
C 3.2255 2.7451 4.6870 0.1356 0.0176 0.1240
C 4.1388 1.8613 4.0989 0.0172 0.0839 0.1529
C 3.8204 1.0977 2.9983 -0.0930 0.0155 -0.0750
C 4.8742 0.1837 2.4179 -0.1520 0.1611 0.0219
C 2.4975 1.2293 2.4639 -0.0560 -0.0017 0.0424
Se 2.1752 0.3143 0.8799 0.0356 -0.1815 -0.0174
C 1.5524 2.1236 3.0415 -0.0596 -0.1269 -0.0818
C 0.1734 2.3673 2.4779 0.2861 0.2319 0.1101
C 1.9434 2.8515 4.1403 -0.0274 0.1086 0.1097
H 4.6150 3.3465 6.2249 -0.0354 -0.0078 -0.0171
H 2.9073 3.4372 6.6928 0.0182 -0.0159 -0.0290
H 3.5804 4.6414 5.6099 0.0027 -0.0192 -0.0158
H 5.1336 1.7735 4.5242 -0.0888 0.0165 -0.0133
H 5.7062 0.0814 3.1131 -0.0513 0.0481 -0.0250
H 5.2712 0.5944 1.4864 -0.0285 -0.0076 -0.0156
H 4.4920 -0.8112 2.2059 -0.0468 -0.0698 -0.0058
H -0.0092 1.8059 1.5664 0.0976 0.1074 0.0848
H 0.0514 3.4274 2.2430 0.0393 -0.0290 0.0127
H -0.5935 2.1114 3.2136 0.1540 0.1569 -0.0670
H 1.2392 3.5509 4.5801 0.0473 -0.0063 0.0007


no.,F_max (eV/A),energy (hartree)
1,4.14,-360.0591
2,8.21,-323.6042
3,5.39,-745.0418
4,5.58,-2159.2440
5,0.87,-376.1482
6,0.96,-4319.0381